1.
The following is a quantum chemistry calculation of 8 unconnected molecules or ions with the total composition C19H47BrN9O14, from OMol25.

CARTESIAN COORDINATES (ANGSTROEM)
Br -0.6520 3.9741 3.8254
O -9.4318 -3.9253 -6.0743
O -2.2725 -2.9909 -0.8263
O -4.0704 -4.3416 -5.7218
O -3.1384 -3.0112 1.1390
O 8.1993 2.8523 3.8978
O -4.8991 -0.2503 -3.4385
O -7.7836 -2.6945 -0.8135
O 8.6554 2.1876 1.9048
O 12.3448 1.3232 2.9585
O -4.2261 -3.8597 -3.6352
O 12.5878 1.0757 5.0844
O -6.8985 -1.4388 0.6935
O -8.8700 -4.7228 -7.9954
O -5.7908 -1.3830 -5.0352
N 8.8789 2.8616 2.8903
N -3.6807 -3.7898 -4.7189
N -0.1651 3.7110 2.0038
N -7.8305 -2.0619 0.2246
N 12.1236 0.7579 4.0144
N -3.2227 -3.0775 -0.0710
N -5.8469 -0.7824 -3.9844
N -8.6125 -4.3083 -6.8868
N 1.5754 -0.9864 0.1619
C -9.1300 -2.0456 0.9483
C 4.4018 1.1357 1.4184
C 0.1012 -1.1452 0.2404
C -1.3669 1.6844 1.0829
C -2.4612 -2.9484 -4.8281
C 10.0710 3.7497 2.8523
C 2.1182 3.0970 1.5444
C 4.6276 2.6546 1.4310
C -7.1765 -4.2617 -6.4968
C 3.4403 3.4398 0.8710
C 1.1501 2.1805 0.7814
C 11.2046 -0.4137 3.9651
C -0.0674 2.1914 1.6720
C -4.5675 -3.2622 -0.6780
C 4.9991 3.1354 2.8350
C -7.1765 -0.6986 -3.3210
C 1.2098 4.3018 1.7271
C -0.4695 -0.6803 1.5882
C -1.6832 0.2303 1.4355
H -2.6750 -2.1771 -5.5610
H 2.0128 -1.8974 0.2187
H 9.9403 4.4357 2.0211
H 3.3536 3.3192 -0.2087
H -4.7448 -2.4105 -1.3256
H -0.3798 -0.6270 -0.5885
H -9.3773 -3.0749 1.1892
H -2.1741 2.3050 1.4851
H 1.4967 1.1715 0.5789
H -7.4970 -1.7142 -3.1123
H 4.9823 4.2237 2.8923
H 10.1324 4.2747 3.7976
H -1.6559 -3.5920 -5.1691
H -0.8860 4.1378 1.4236
H 0.8733 2.7483 -0.1120
H -6.7809 -5.2701 -6.5547
H 1.1934 4.8776 0.8043
H 6.0147 2.8210 3.0607
H 1.5020 4.9569 2.5386
H -5.2935 -3.3140 0.1175
H 4.3329 2.7173 3.5879
H -7.8560 -0.2156 -4.0168
H -0.8128 -1.5644 2.1229
H -4.5379 -4.1780 -1.2586
H 2.2910 2.6291 2.5164
H 0.3238 -0.2570 2.2037
H 10.2537 -0.0643 3.5733
H -2.3183 0.1781 2.3166
H -1.3683 1.8571 0.0073
H -7.1155 -3.8699 -5.4900
H 5.4866 2.8467 0.7891
H -9.0138 -1.4420 1.8396
H 3.7194 0.8323 0.6241
H 10.9404 3.1191 2.6885
H 3.6430 4.4943 1.0745
H -0.1561 -2.1921 0.1221
H 11.6463 -1.1404 3.2907
H -7.0605 -0.1240 -2.4100
H -6.6641 -3.6153 -7.2018
H 0.1579 1.7417 2.6342
H 4.0031 0.7668 2.3612
H -2.2759 -0.1808 0.6190
H -2.2552 -2.5279 -3.8509
H 1.8237 -0.6622 -0.7660
H 5.3423 0.6288 1.2202
H 11.1038 -0.8079 4.9685
H -9.8694 -1.6276 0.2723

- charge = +1
- frontier orbital gap (eV) = 7.5897

=====

2.
The following is a quantum chemistry calculation of a molecular structure, C19H48CuO19PbS5, from OMol25.

CARTESIAN COORDINATES (ANGSTROEM)
Pb 0.5966 6.6824 21.1260
Cu 2.5427 9.1499 23.2970
S -6.2382 9.8458 20.1526
S 1.8260 5.7605 24.3610
S -2.6817 12.4819 25.0468
S -5.8677 7.9307 24.1727
S 2.8029 11.7276 20.5450
O -4.8567 6.7935 24.8793
O 0.6684 5.7237 23.4847
O -6.2350 9.6698 18.7243
O 4.1500 11.9822 20.1679
O -4.3627 12.6829 25.0571
O 4.8535 9.3917 23.0459
O 2.5595 7.0281 24.5933
O -2.1392 12.5977 23.7072
O -6.9996 7.4218 23.3843
O 2.9396 7.7160 21.6534
O -2.1779 13.2934 26.1760
O 0.4696 8.5343 23.0709
O -0.9804 8.5422 20.2396
O -7.2569 10.4263 20.9864
O 1.3535 5.0932 25.8325
O 2.5126 11.0053 21.7835
O -4.9427 8.9466 23.6859
O -5.8486 8.3473 20.7475
O 1.8913 13.1302 20.4595
C -2.6419 10.7629 25.7579
C 0.3142 4.1030 25.8614
C 0.8676 3.1410 26.8579
C -4.9697 6.1507 20.4136
C -2.6694 5.9236 25.0227
C -0.2351 14.0249 20.0041
C -0.7396 9.2615 22.7660
C 2.0254 10.7525 19.1968
C 4.3083 7.7435 21.1809
C -5.8191 13.3492 23.2882
C -6.7066 8.6037 25.6950
C -1.0219 9.5240 21.2595
C -5.1964 12.1690 24.0869
C -4.6954 7.6795 20.2442
C 5.3432 8.4612 22.0759
C 0.5616 13.1771 20.9334
C -4.6920 10.6746 20.6549
C 3.0462 4.5828 23.6851
C -3.7732 6.3474 24.0651
H -6.0206 9.2904 26.1909
H -6.7439 12.9791 22.8455
H -3.0171 5.0208 25.5249
H -1.9985 10.0063 21.2190
H 2.3276 9.7090 19.2856
H -4.1674 5.4733 23.5468
H 0.9420 10.8669 19.2318
H -4.8621 5.9277 21.4751
H -3.5643 7.1592 23.3684
H -1.5612 10.6227 25.7786
H -0.2939 10.2687 20.9378
H 0.0818 2.4886 27.2386
H -0.0215 3.5688 24.9726
H -1.7631 5.4891 24.6009
H -2.5017 6.6188 25.8454
H -3.7305 7.9752 20.6560
H -6.1548 14.1974 23.8849
H -3.1513 10.0315 25.1305
H -0.7718 10.1799 23.3522
H -1.5311 8.7498 23.3135
H 0.2800 12.1565 21.1924
H -0.4486 4.5195 26.5192
H 2.4929 11.1584 18.2997
H -5.9952 11.5128 24.4327
H -4.0132 10.7320 19.8040
H 1.6369 2.4294 26.5580
H 0.4416 13.6698 21.8984
H -7.6549 9.0147 25.3487
H 1.2434 3.6644 27.7371
H 3.6786 4.1945 24.4835
H 2.4977 3.7142 23.3206
H -4.4384 10.0634 21.5211
H -4.5952 11.6110 23.3690
H -6.0207 5.8743 20.3281
H -5.1930 13.6759 22.4579
H 6.1009 8.9759 21.4850
H -4.7249 7.9113 19.1795
H -4.3616 5.4971 19.7882
H 4.3882 7.9175 20.1078
H -4.8917 11.6489 21.1010
H -0.6008 13.4100 19.1818
H -3.0326 10.8023 26.7748
H 0.3150 14.7722 19.4323
H 3.6170 4.9897 22.8505
H 5.7129 7.6504 22.7036
H -1.1081 14.5774 20.3517
H 4.4327 6.6650 21.0835
H -6.8681 7.7418 26.3424

- charge = -1
- frontier orbital gap (alpha / beta) (eV) = 2.7515 / 6.1646
- multiplicity = 3
- expectation value of S² = 2.011

=====

3.
The following is a quantum chemistry calculation of 3 unconnected molecules or ions with the total composition C19H48N5O5, from OMol25.

CARTESIAN COORDINATES (ANGSTROEM)
O 0.0417 6.0886 0.8351
O 0.6526 2.4871 -1.8808
O 5.6525 -3.1994 -1.6276
O -5.4273 -1.6016 1.1313
O 1.1913 -3.0640 -0.7341
N 2.3456 4.4249 -0.1010
N -8.1385 -1.2162 2.1028
N -7.9407 0.3075 0.0362
N 3.8671 -1.8912 0.3855
N -6.3533 -1.6129 0.1561
C 4.7983 -2.9958 0.6419
C 2.0538 -3.5890 -1.7353
C -2.3721 -0.9491 0.8759
C 1.7537 3.2838 -2.3212
C 2.0575 5.8075 -0.4989
C 1.6784 -3.2122 0.6008
C -3.2265 -2.0576 0.0222
C 5.7975 -2.0804 -2.4944
C -7.5236 -0.8066 0.7510
C -1.1332 -0.2593 0.0400
C -1.7914 -1.4798 2.3158
C -0.1342 5.4584 2.0986
C 2.7867 3.5791 -1.2150
C -4.4326 -2.6821 0.9609
C 2.5771 -2.0483 1.0654
C -2.3367 -3.3220 -0.5481
C -0.4312 3.2317 -1.3396
C 1.3742 6.5777 0.6421
C 6.0269 -2.9045 -0.2768
H 1.4095 4.1903 -2.8312
H 2.0263 -1.1140 0.9067
H 4.3169 -3.9617 0.4628
H -0.2487 -1.0227 -0.0540
H 2.6242 -4.4539 -1.3851
H -0.6651 -1.1388 2.4242
H -1.9343 -2.6463 2.4653
H -1.1909 5.1957 2.2034
H 2.2642 2.6865 -3.0859
H 1.3917 5.8334 -1.3666
H 0.1377 6.1382 2.9127
H 6.7475 -3.6716 0.0252
H -2.4506 -0.9781 3.1754
H -6.7248 -2.5749 -0.0092
H -8.5650 0.1671 -0.8007
H -8.2783 -2.2505 2.0580
H 3.6843 4.0177 -1.6659
H -0.8204 0.7135 0.6504
H -1.3519 2.6674 -1.5224
H 0.4574 4.5424 2.1592
H 1.4340 -3.9072 -2.5804
H -4.8581 -3.6324 0.3880
H -3.1364 -0.0683 1.1323
H -7.6668 1.2712 0.3585
H 1.2847 7.6292 0.3501
H -0.3184 3.3277 -0.2587
H 0.7895 -3.2072 1.2426
H -0.5361 4.2163 -1.8039
H 6.8223 -1.6961 -2.4643
H -2.8003 -3.5825 -1.6172
H 6.5236 -1.9311 -0.1852
H 1.5068 4.0152 0.3031
H -7.3647 -1.0845 2.8087
H 3.0927 2.6222 -0.7765
H 2.7245 -2.8096 -2.0998
H 2.1463 -4.1920 0.7466
H 5.0912 -1.2911 -2.2278
H 2.7475 -2.1315 2.1449
H -2.5885 -4.2427 0.1394
H 2.9934 6.3112 -0.7634
H -3.7352 -1.5580 -0.9125
H -1.1908 -3.0987 -0.6588
H 5.1260 -2.9587 1.6863
H 5.5796 -2.4098 -3.5144
H 1.9691 6.5404 1.5625
H -1.5000 0.1328 -1.0132
H 3.6987 -1.8259 -0.6156
H -4.0776 -3.0529 2.0174

- charge = +1
- frontier orbital gap (eV) = 3.3539

=====

Number 1: energy -4871.39849 Eh, strongest force on any atom 0.015 Eh/bohr. Number 2: energy -6006.20260 Eh, strongest force on any atom 0.072 Eh/bohr. Number 3: energy -1402.06977 Eh, strongest force on any atom 0.073 Eh/bohr.